# 1
Below is C6H11N2S as an isolated structure at a distorted geometry, with properties calculated with ωB97M-V/def2-TZVPD.

Element x y z (Å)
C (2.166, 0.548, 0.531)
C (1.320, 1.608, 0.611)
C (0.626, -1.117, 0.214)
C (-0.665, 0.337, -0.047)
C (-0.001, -2.404, 0.051)
C (-0.718, 0.596, -1.563)
N (1.776, -0.761, 0.461)
N (-0.081, 1.437, 0.774)
S (-2.293, -0.016, 0.646)
H (3.286, 0.540, 0.462)
H (1.518, 2.686, 0.785)
H (-0.741, -2.433, -0.691)
H (-0.566, -2.590, 0.980)
H (0.843, -3.141, -0.348)
H (-1.505, 1.248, -1.714)
H (-1.082, -0.273, -2.120)
H (0.337, 0.775, -1.821)
H (-0.340, 1.237, 1.822)
H (-0.711, 2.296, 0.819)
H (-1.923, -0.423, 1.873)

Its total energy is -20205.7527 eV. The LUMO energy comes out at -4.05 eV. The net charge is +1.

---

# 2
Below is C44H51BrI2N6O4S2SbSn as an isolated structure, with properties calculated with ωB97M-V/def2-TZVPD.

Element x y z (Å)
Sn (-0.391, 0.512, 1.556)
N (2.148, -4.355, -0.097)
C (1.187, -3.625, 0.829)
C (-0.218, -4.124, 0.557)
C (-1.220, -3.374, 1.435)
N (-1.343, -1.981, 0.958)
C (-0.825, -3.469, 2.911)
C (0.642, -3.178, 3.244)
N (0.901, -1.732, 3.211)
C (1.596, -3.881, 2.268)
H (1.859, -4.274, -1.072)
H (2.188, -5.349, 0.134)
H (3.093, -3.981, -0.023)
H (1.287, -2.569, 0.576)
H (-0.274, -5.194, 0.786)
H (-0.484, -4.000, -0.498)
H (-2.183, -3.882, 1.328)
H (-2.118, -1.558, 1.465)
H (-1.659, -1.988, -0.008)
H (-1.050, -4.487, 3.239)
H (-1.468, -2.813, 3.501)
H (0.842, -3.600, 4.234)
H (1.846, -1.528, 3.521)
H (0.292, -1.276, 3.885)
H (1.573, -4.959, 2.464)
H (2.620, -3.540, 2.452)
I (0.763, 3.087, -0.357)
C (2.276, 3.491, 1.077)
I (3.412, 1.790, 1.647)
H (1.774, 3.858, 1.963)
H (2.953, 4.223, 0.656)
C (-0.481, -2.444, -2.767)
C (0.829, -2.689, -3.472)
C (1.074, -3.945, -4.030)
C (2.238, -4.208, -4.737)
C (3.192, -3.213, -4.905)
C (2.974, -1.961, -4.354)
C (1.799, -1.704, -3.644)
Sb (1.597, 0.287, -2.938)
C (3.502, 0.811, -2.176)
C (3.968, 2.119, -2.323)
C (5.250, 2.462, -1.935)
C (6.072, 1.497, -1.371)
C (5.586, 0.220, -1.151)
C (4.292, -0.142, -1.520)
C (3.827, -1.526, -1.143)
C (0.718, 1.274, -4.591)
C (-0.528, 0.693, -4.847)
C (-1.292, 1.111, -5.920)
C (-0.815, 2.131, -6.731)
C (0.420, 2.700, -6.476)
C (1.223, 2.286, -5.411)
C (2.581, 2.906, -5.264)
H (-1.294, -2.326, -3.487)
H (-0.467, -1.546, -2.139)
H (-0.756, -3.298, -2.145)
H (0.325, -4.723, -3.930)
H (2.396, -5.188, -5.168)
H (4.097, -3.407, -5.466)
H (3.724, -1.187, -4.489)
H (3.332, 2.877, -2.755)
H (5.610, 3.472, -2.082)
H (7.084, 1.745, -1.076)
H (6.220, -0.515, -0.668)
H (4.279, -2.290, -1.782)
H (2.742, -1.637, -1.214)
H (4.134, -1.717, -0.109)
H (-0.914, -0.091, -4.203)
H (-2.249, 0.647, -6.120)
H (-1.398, 2.473, -7.576)
H (0.797, 3.470, -7.137)
H (2.951, 3.230, -6.235)
H (3.309, 2.205, -4.861)
H (2.548, 3.790, -4.622)
Br (-6.856, 3.794, -3.364)
C (-5.412, 2.908, -2.548)
C (-4.371, 2.429, -3.336)
C (-3.311, 1.782, -2.732)
C (-3.287, 1.607, -1.351)
C (-4.335, 2.094, -0.570)
C (-5.399, 2.744, -1.168)
C (-2.134, 0.926, -0.720)
O (-1.150, 0.491, -1.343)
O (-2.206, 0.797, 0.582)
H (-4.400, 2.570, -4.408)
H (-2.486, 1.416, -3.325)
H (-4.321, 1.949, 0.501)
H (-6.221, 3.119, -0.574)
N (-3.001, 0.216, 9.591)
C (-2.916, 0.364, 8.259)
C (-1.949, -0.350, 7.514)
C (-1.865, -0.195, 6.156)
C (-2.736, 0.675, 5.492)
C (-3.710, 1.378, 6.213)
C (-3.796, 1.230, 7.572)
S (-2.659, 0.889, 3.792)
O (-3.887, 1.410, 3.282)
O (-2.072, -0.309, 3.172)
N (-1.412, 1.944, 3.448)
C (-1.569, 3.239, 3.397)
S (-3.036, 4.142, 3.827)
C (-2.206, 5.577, 3.530)
C (-0.899, 5.316, 3.090)
N (-0.547, 4.048, 3.011)
H (-2.406, -0.422, 10.085)
H (-3.707, 0.693, 10.122)
H (-1.280, -1.029, 8.026)
H (-1.129, -0.758, 5.598)
H (-4.416, 2.014, 5.696)
H (-4.558, 1.765, 8.125)
H (-2.664, 6.546, 3.659)
H (-0.203, 6.100, 2.820)

Its total energy is -183846.7530 eV. The LUMO energy (spin up / spin down) comes out at -8.99 / -9.04 eV. The net charge is +3.

---

# 3
Below is C12H26F8InN2O16S5 as an isolated structure at a distorted geometry, with properties calculated with ωB97M-V/def2-TZVPD.

Element x y z (Å)
In (-1.329, 0.210, 0.048)
C (-0.643, -1.856, 5.984)
F (-0.151, -2.961, 5.354)
F (-1.927, -2.030, 6.105)
F (-0.221, -1.735, 7.223)
S (-0.085, -0.245, 4.981)
O (-1.365, 0.388, 4.658)
O (0.713, 0.591, 5.847)
N (0.667, -0.902, 3.539)
S (2.144, -0.933, 3.951)
O (2.931, 0.190, 3.507)
O (2.375, -1.452, 5.296)
C (2.812, -2.466, 2.935)
F (4.138, -2.346, 2.818)
F (2.477, -3.659, 3.501)
F (2.248, -2.497, 1.786)
N (-0.653, -0.400, -3.938)
S (0.289, -1.328, -4.643)
O (1.611, -0.885, -4.965)
O (-0.282, -2.508, -5.320)
F (0.845, -2.044, -3.271)
S (-1.040, 0.424, -5.437)
O (-1.756, -0.383, -6.432)
O (-0.071, 1.414, -5.846)
F (-2.126, 1.403, -4.793)
C (6.953, 0.370, -1.037)
C (6.770, 1.231, 0.302)
C (5.530, 2.140, -0.010)
S (4.459, 1.201, -1.235)
O (4.234, 2.005, -2.444)
O (3.284, 0.603, -0.535)
C (5.679, -0.161, -1.625)
H (7.840, -0.260, -1.099)
H (7.332, 1.068, -1.783)
H (7.607, 1.865, 0.592)
H (6.453, 0.680, 1.188)
H (5.731, 3.074, -0.535)
H (5.003, 2.309, 0.929)
H (5.545, -0.489, -2.655)
H (5.362, -0.943, -0.934)
C (-2.073, -4.389, 1.055)
C (-3.449, -3.793, 1.404)
O (-3.414, -2.578, 2.073)
O (-1.325, -3.718, 0.030)
H (-2.232, -5.378, 0.627)
H (-1.532, -4.459, 1.999)
H (-3.898, -4.554, 2.043)
H (-4.064, -3.821, 0.504)
H (-4.216, -2.336, 2.542)
H (-0.642, -4.300, -0.311)
C (-6.190, 0.498, 0.014)
C (-5.953, -0.054, -1.394)
O (-4.807, -0.839, -1.506)
O (-5.136, 1.342, 0.419)
H (-6.287, -0.369, 0.668)
H (-6.986, 1.236, -0.084)
H (-5.844, 0.775, -2.094)
H (-6.669, -0.836, -1.644)
H (-4.851, -1.321, -2.335)
H (-5.403, 2.238, 0.198)
C (-0.747, 4.992, -1.878)
C (-2.223, 5.060, -1.629)
O (-2.357, 4.466, -0.360)
O (-0.193, 3.634, -1.820)
H (-0.264, 5.716, -1.221)
H (-0.541, 5.289, -2.906)
H (-2.789, 4.475, -2.354)
H (-2.664, 6.057, -1.596)
H (-3.260, 4.707, -0.137)
H (0.628, 3.575, -2.314)

Its total energy is -129671.2727 eV. The LUMO energy comes out at -10.56 eV. The net charge is +1.

---

# 4
Below is one molecule with the formula C5H4N2OS at a distorted geometry, with properties calculated with ωB97M-V/def2-TZVPD.

Element x y z (Å)
N (-2.134, 0.838, 1.453)
C (-1.897, 0.150, 0.557)
C (-1.633, -0.794, -0.560)
O (-2.345, -1.256, -1.381)
C (0.019, -0.868, -0.683)
C (0.783, -0.855, 0.587)
N (1.376, 0.172, 0.913)
C (1.281, 1.306, 0.049)
S (0.185, 0.900, -1.261)
H (0.357, -1.413, -1.489)
H (0.700, -1.665, 1.385)
H (0.873, 2.116, 0.670)
H (2.435, 1.369, -0.242)

Its total energy is -21110.1053 eV. The LUMO energy comes out at -0.49 eV. Its structure (SMILES) is N#CC(=O)[C@@H]1C=NCS1.

---

# 5
Below is C35H45AsCl2CoN6O2Sb as an isolated structure at a distorted geometry, with properties calculated with ωB97M-V/def2-TZVPD.

Element x y z (Å)
Co (-0.010, -0.188, 0.458)
N (4.022, -0.350, -0.958)
C (2.909, 0.054, -0.288)
N (1.761, -0.531, -0.385)
C (1.629, -1.645, -1.209)
N (0.462, -2.242, -1.237)
N (-0.434, -1.710, -0.458)
C (-1.710, -2.065, -0.488)
C (-2.540, -1.329, 0.374)
C (-3.940, -1.463, 0.468)
C (-4.637, -0.670, 1.341)
C (-3.929, 0.215, 2.160)
C (-2.559, 0.307, 2.014)
N (-1.870, -0.404, 1.131)
C (2.744, -2.081, -2.015)
C (2.644, -3.128, -2.931)
C (3.748, -3.493, -3.681)
C (4.948, -2.816, -3.548)
C (5.060, -1.757, -2.652)
C (3.967, -1.398, -1.885)
H (4.875, 0.181, -0.890)
H (3.011, 0.899, 0.379)
H (-2.067, -2.837, -1.153)
H (-4.446, -2.174, -0.166)
H (-5.711, -0.726, 1.409)
H (-4.439, 0.829, 2.883)
H (-1.995, 0.985, 2.637)
H (1.700, -3.636, -3.031)
H (3.669, -4.315, -4.377)
H (5.801, -3.109, -4.141)
H (5.994, -1.221, -2.556)
Cl (-3.190, 1.837, -2.586)
C (-2.526, 2.474, -1.134)
C (-3.159, 3.531, -0.485)
C (-2.620, 4.084, 0.654)
Cl (-3.409, 5.430, 1.395)
C (-1.450, 3.549, 1.238)
C (-0.821, 4.039, 2.398)
C (0.284, 3.384, 2.880)
C (0.708, 2.198, 2.266)
N (0.146, 1.714, 1.179)
C (-0.872, 2.411, 0.619)
C (-1.354, 1.902, -0.632)
O (-0.684, 0.971, -1.223)
H (-4.069, 3.934, -0.904)
H (-1.222, 4.911, 2.893)
H (0.815, 3.756, 3.739)
H (1.517, 1.616, 2.688)
C (4.104, 3.792, -3.480)
C (3.656, 2.896, -2.346)
C (3.952, 3.536, -1.000)
Sb (1.430, 2.373, -2.429)
C (1.449, 0.708, -3.940)
C (2.441, 0.911, -5.068)
C (0.034, 0.449, -4.414)
C (0.698, 4.274, -3.443)
C (0.870, 4.242, -4.943)
C (-0.736, 4.566, -3.067)
H (5.179, 3.964, -3.414)
H (3.616, 4.761, -3.423)
H (3.899, 3.347, -4.448)
H (4.159, 1.930, -2.427)
H (3.537, 4.541, -0.958)
H (5.028, 3.622, -0.843)
H (3.528, 2.962, -0.175)
H (1.767, -0.146, -3.339)
H (2.155, 1.731, -5.722)
H (2.486, 0.005, -5.671)
H (3.444, 1.092, -4.686)
H (-0.353, 1.278, -5.001)
H (-0.623, 0.295, -3.561)
H (0.000, -0.446, -5.034)
H (1.354, 5.023, -2.992)
H (0.236, 3.479, -5.392)
H (1.905, 4.073, -5.229)
H (0.567, 5.207, -5.353)
H (-1.408, 3.807, -3.464)
H (-1.037, 5.527, -3.488)
H (-0.858, 4.612, -1.987)
C (3.865, -0.614, 3.187)
As (2.290, -1.762, 2.903)
C (2.836, -3.271, 1.790)
C (1.908, -2.525, 4.652)
O (0.990, -0.937, 2.368)
H (4.687, -1.198, 3.601)
H (3.594, 0.170, 3.898)
H (4.186, -0.155, 2.251)
H (3.599, -3.837, 2.323)
H (3.224, -2.941, 0.827)
H (1.969, -3.911, 1.614)
H (2.798, -3.018, 5.045)
H (1.095, -3.250, 4.563)
H (1.593, -1.729, 5.327)

Its total energy is -180102.7100 eV. Its spin multiplicity is 4. The LUMO energy (spin up / spin down) comes out at -2.53 / -4.97 eV. Its expectation value of S² is 3.831. The net charge is +1.

---

# 6
Below is C12H37AsF6O6 as an isolated structure at a distorted geometry, with properties calculated with ωB97M-V/def2-TZVPD.

Element x y z (Å)
O (0.070, -0.366, 0.071)
H (0.740, -0.021, 0.665)
H (-0.605, 0.299, -0.084)
H (0.463, -0.723, -0.728)
As (0.963, 1.192, -3.906)
F (2.191, 2.373, -3.601)
F (0.650, 0.860, -2.208)
F (-0.355, -0.033, -4.252)
F (1.039, 1.457, -5.692)
F (2.153, -0.174, -3.943)
F (-0.376, 2.516, -3.742)
C (1.511, -3.441, 3.994)
C (0.952, -3.157, 2.651)
O (-0.287, -3.866, 2.476)
H (2.397, -2.814, 4.086)
H (1.800, -4.475, 4.183)
H (0.825, -3.097, 4.768)
H (1.672, -3.298, 1.846)
H (0.828, -2.074, 2.647)
H (-0.186, -4.591, 1.855)
C (-4.115, 0.208, -3.076)
C (-3.471, -0.915, -2.180)
O (-2.126, -0.488, -1.757)
H (-3.485, 0.408, -3.943)
H (-4.383, 1.085, -2.488)
H (-5.053, -0.197, -3.456)
H (-3.423, -1.879, -2.686)
H (-4.130, -1.035, -1.321)
H (-1.628, -0.237, -2.539)
C (2.787, -3.564, -2.152)
C (1.488, -3.023, -1.637)
O (1.419, -1.582, -1.751)
H (2.825, -3.656, -3.238)
H (2.789, -4.617, -1.870)
H (3.678, -3.041, -1.805)
H (1.459, -3.190, -0.560)
H (0.596, -3.486, -2.056)
H (1.624, -1.331, -2.654)
C (-2.873, 1.901, 0.848)
C (-2.017, 2.715, -0.145)
C (-1.835, 4.178, 0.243)
O (-0.715, 2.290, -0.127)
H (-2.895, 0.868, 0.501)
H (-3.917, 2.208, 0.903)
H (-2.620, 1.969, 1.906)
H (-2.371, 2.608, -1.170)
H (-1.565, 4.481, 1.255)
H (-2.785, 4.683, 0.063)
H (-1.219, 4.741, -0.458)
H (-0.175, 3.082, -0.184)
C (2.875, 0.990, 3.500)
C (1.497, 1.088, 2.900)
C (0.830, 2.367, 3.249)
O (1.597, 0.982, 1.484)
H (3.312, 1.988, 3.524)
H (3.618, 0.437, 2.925)
H (2.879, 0.749, 4.563)
H (0.851, 0.276, 3.234)
H (-0.119, 2.404, 2.715)
H (1.377, 3.249, 2.917)
H (0.544, 2.412, 4.300)
H (2.431, 1.308, 1.139)

Its total energy is -102473.5519 eV. Its spin multiplicity is 2. The LUMO energy (spin up / spin down) comes out at 2.70 / 2.59 eV. Its expectation value of S² is 0.750. The net charge is -1.

---

# 7
Below is H24KrO12 as an isolated structure at a distorted geometry, with properties calculated with ωB97M-V/def2-TZVPD.

Element x y z (Å)
Kr (0.179, 0.333, -0.132)
O (-2.923, 0.484, -1.750)
H (-2.562, 1.294, -2.111)
H (-3.080, 0.682, -0.826)
O (-1.512, -1.594, 2.849)
H (-1.305, -1.969, 1.993)
H (-1.560, -2.349, 3.436)
O (2.123, -3.539, -0.121)
H (2.725, -2.876, -0.461)
H (1.256, -3.237, -0.394)
O (1.602, -0.443, -2.818)
H (2.493, -0.782, -2.900)
H (1.717, 0.488, -2.628)
O (-3.634, -0.713, 1.009)
H (-2.874, -0.937, 1.546)
H (-4.147, -0.117, 1.556)
O (-0.257, -2.434, -1.998)
H (0.026, -1.559, -2.266)
H (-0.593, -2.316, -1.110)
O (-1.647, 2.757, 2.305)
H (-1.378, 2.106, 2.952)
H (-0.852, 3.259, 2.124)
O (2.060, 2.329, -2.786)
H (1.645, 2.616, -3.599)
H (2.841, 2.878, -2.708)
O (4.031, 0.361, -0.421)
H (4.673, 1.008, -0.129)
H (3.550, 0.126, 0.372)
O (-0.681, -2.813, 0.703)
H (-1.413, -3.427, 0.640)
H (-0.132, -3.166, 1.404)
O (-0.324, 3.955, -1.477)
H (0.130, 4.435, -2.171)
H (0.272, 3.241, -1.251)
O (-0.375, 0.850, 3.962)
H (-0.546, -0.025, 3.615)
H (0.472, 1.094, 3.590)

Its total energy is -99889.4521 eV. The LUMO energy comes out at -0.27 eV.

---

# 8
Below is one molecule with the formula C5H11N at a distorted geometry, with properties calculated with ωB97M-V/def2-TZVPD.

Element x y z (Å)
H (0.366, 2.145, -1.753)
N (0.435, 1.879, -0.769)
C (-0.237, 0.937, -0.205)
C (-1.417, 1.155, 0.676)
C (0.628, -0.269, -0.175)
C (0.888, -0.873, 1.193)
C (0.133, -1.307, -1.184)
H (-1.097, 1.174, 1.719)
H (-2.114, 0.322, 0.578)
H (-1.897, 2.103, 0.438)
H (1.402, 0.583, -0.850)
H (1.654, -1.646, 1.121)
H (1.247, -0.121, 1.896)
H (-0.015, -1.329, 1.613)
H (-0.082, -0.859, -2.155)
H (0.881, -2.089, -1.318)
H (-0.776, -1.803, -0.826)

Its total energy is -6849.8203 eV. The LUMO energy comes out at 0.63 eV. Its structure (SMILES) is [H]/N=C(/C)C(C)C.